[1]
The following is a quantum chemistry calculation of a molecular structure, C31H37Cl2NO4PS3Se2Y, from OMol25.

Values from the calculation:
**LUMO**: 3.972 eV
**HOMO**: -1.21 eV
**Molar mass**: 932.5 Da
**Total charge**: -2
**E_tot**: -241006.4091 eV
**Energy above the lowest of the compared OMol25 structures with the same formula, charge and spin**: 45.79 kcal per mole

CARTESIAN COORDINATES (ANGSTROEM)
Y: 1.2699 -0.0456 -0.1414
Se: 2.3940 2.2334 1.2170
Se: 2.2183 0.7073 -2.6167
Cl: -1.9814 -2.5616 -3.1358
Cl: 2.7494 -2.4407 -0.6265
S: 0.2621 3.4126 -1.5311
S: -1.6667 0.7369 -1.9233
S: -1.0947 1.9565 1.0848
P: -0.8362 -1.4629 1.0558
O: 5.4311 4.4068 -1.9803
O: 2.5747 -2.6414 2.8295
O: 2.0124 -0.7919 1.7397
O: 4.0253 0.0376 -0.1086
N: -0.1294 -1.6827 -0.7552
C: -3.0103 -2.7890 -0.1494
C: -1.2480 0.8415 4.4767
C: 1.5214 -3.3301 -1.4623
C: -2.9043 0.7080 -0.5893
C: 5.6768 3.1315 -1.4364
C: -0.7634 -0.0627 3.5552
C: 0.9368 -5.1979 -2.8326
C: 4.4143 2.3002 -1.0794
C: -3.5799 -4.4010 2.0041
C: 0.4101 -2.5919 1.8590
C: -3.4784 0.3619 3.7701
C: -0.5897 -3.3751 -2.4955
C: 3.5665 3.1428 -0.1225
C: -2.8031 1.8154 0.4417
C: -4.3830 -4.4611 0.8747
C: -2.4979 -3.5439 2.0481
C: -2.0648 2.3580 -2.7070
C: 1.8702 -4.5132 -2.0667
C: -1.6123 -0.8014 2.7246
C: 1.7857 -1.9675 2.1733
C: -0.2756 -4.5771 -3.0867
C: 3.7041 2.0309 -2.4091
C: -0.8197 3.1827 -2.9770
C: -2.1836 -2.7318 0.9603
C: 0.2155 -2.7304 -1.5053
C: 4.9717 1.0147 -0.4266
C: -2.9826 -0.5488 2.8538
C: -4.0907 -3.6522 -0.2076
C: -0.8296 3.7620 1.0010
C: -2.6127 1.0675 4.5875
C: -0.8413 4.3415 -0.4000
H: -0.9802 -5.0162 -3.7806
H: -1.5680 4.2629 1.6322
H: 2.8993 3.7916 -0.6895
H: -1.0885 4.1705 -3.3692
H: 4.4337 1.6761 -3.1436
H: -5.2371 -5.1276 0.8515
H: -3.8171 -5.0087 2.8711
H: -4.5503 0.5334 3.8382
H: 0.3081 -0.1911 3.4479
H: -3.1003 2.7888 0.0554
H: -3.4499 1.5712 1.2869
H: 2.8735 -4.8946 -1.9443
H: -2.7950 -2.1463 -0.9856
H: 0.5647 -3.4296 1.1616
H: -4.7154 -3.6722 -1.0929
H: 0.0239 -3.0027 2.7967
H: -0.4920 5.3766 -0.3793
H: 6.2692 3.3088 -0.5336
H: 4.7479 4.3093 -2.6551
H: 3.7242 0.1661 0.8156
H: 0.1651 3.8669 1.4370
H: -2.9948 1.8003 5.2910
H: -3.9039 0.6654 -1.0324
H: 4.2189 3.7644 0.4952
H: 6.2983 2.5462 -2.1353
H: -2.6799 -0.2389 -0.0917
H: -2.5745 2.1478 -3.6489
H: 3.2523 2.9618 -2.7674
H: 5.6632 0.5501 -1.1441
H: -3.6877 -1.0935 2.2339
H: 5.5378 1.3124 0.4674
H: 1.1655 -6.1649 -3.2545
H: -0.1780 2.6624 -3.6889
H: -1.8378 4.3143 -0.8380
H: -1.9136 -3.4806 2.9544
H: -0.5561 1.3906 5.1037
H: -2.7566 2.8811 -2.0496

[2]
The following is a quantum chemistry calculation of 3 unconnected molecules or ions with the total composition C31H37FN6O3P, from OMol25.

Values from the calculation:
**LUMO**: -4.028 eV
**HOMO**: -10.90 eV
**Molar mass**: 591.6 Da
**Total charge**: +1
**E_tot**: -59825.8198 eV

CARTESIAN COORDINATES (ANGSTROEM)
P: 0.9164 -3.2819 1.0418
F: -0.2207 0.8126 2.6639
O: 0.3915 -4.8223 0.9701
O: -3.9962 -3.8357 -1.1922
O: -0.4516 -3.2251 -1.3405
N: -3.1656 -0.8810 -0.4510
N: 3.5646 0.7882 0.9731
N: -1.0511 -0.7284 -1.3807
N: -0.0577 -2.4677 -0.2698
N: 2.3765 -3.3531 0.1728
N: 0.1173 -0.4680 0.8358
C: 3.4024 1.9154 0.2902
C: 1.8233 4.6121 -5.6405
C: -4.6560 0.9549 -0.4148
C: -4.6597 -5.0954 -1.3084
C: -2.5163 1.2564 -1.3575
C: -1.6331 -1.0233 2.4591
C: 0.3631 0.2869 -3.2464
C: -0.3067 -0.2008 -2.3894
C: -3.7524 1.7946 -1.0348
C: 2.2236 2.3745 -0.2730
C: 2.4674 0.0409 1.1168
C: 4.1167 2.4145 5.7148
C: 3.4938 1.5982 4.7809
C: 4.1754 4.6115 -5.1383
C: 3.1096 5.0593 -5.9072
C: -5.4071 -5.3721 -0.0150
C: 2.1114 1.4667 4.7872
C: -2.3193 -0.0709 -1.0528
C: 3.9571 3.7102 -4.1067
C: 1.6035 3.7129 -4.6066
C: 1.2584 0.4205 0.5858
C: -0.9198 0.0913 1.7356
C: 1.0919 1.6021 -0.1014
C: -0.3330 -1.1951 -0.2584
C: -4.3472 -0.3532 -0.1151
C: 2.6709 3.2592 -3.8430
C: -1.6266 -4.0424 -1.0316
C: 1.9760 2.9665 6.6607
C: 3.3576 3.1016 6.6519
C: -2.8031 -3.7495 -1.9541
C: 1.3531 2.1480 5.7290
H: 4.2841 2.5360 0.1731
H: -5.0524 -0.9921 0.3938
H: -2.8577 -4.4269 -2.8060
H: 1.3852 3.4995 7.3944
H: -5.6257 1.3416 -0.1328
H: 3.2819 5.7585 -6.7147
H: -4.6950 -5.2333 0.7979
H: 0.5983 3.3657 -4.3968
H: 1.0700 0.6235 -3.9641
H: 0.1379 1.8957 -0.5053
H: 2.4999 2.5525 -3.0400
H: -5.3680 -5.0583 -2.1376
H: 4.7886 3.3592 -3.5085
H: 5.1943 2.5158 5.7122
H: -2.2905 -1.5815 1.7929
H: 5.1771 4.9651 -5.3442
H: 0.9929 4.9643 -6.2383
H: -1.3435 -5.0891 -1.0904
H: 2.1877 3.2964 -0.8273
H: 0.9218 -5.3345 1.5966
H: 3.1064 -3.7445 0.7558
H: -2.7593 -2.7386 -2.3505
H: -1.9274 -3.8298 -0.0107
H: -1.6135 0.7885 1.2630
H: 0.2755 2.0414 5.7366
H: -3.9978 2.8177 -1.2655
H: -6.2492 -4.7014 0.1210
H: 2.5428 -0.8752 1.6852
H: -5.7270 -6.4105 0.0254
H: 4.0859 1.0647 4.0471
H: -1.7906 1.9000 -1.8278
H: 2.6499 -2.4536 -0.2054
H: 3.8429 3.7425 7.3765
H: 1.6258 0.8329 4.0585
H: -0.8941 -1.7103 2.8602
H: -3.9300 -5.8961 -1.4382
H: -2.2255 -0.6187 3.2732

[3]
The following is a quantum chemistry calculation of 6 unconnected molecules or ions with the total composition C31H37FN7OP, from OMol25.

Values from the calculation:
**LUMO**: 0.557 eV
**HOMO**: -8.53 eV
**Molar mass**: 573.7 Da
**E_tot**: -57229.1902 eV
**Energy above the lowest of the compared OMol25 structures with the same formula, charge and spin**: 12.42 kcal per mole
**SMILES string**: C[C@H](F)[C@@H]1NC(=O)C[C@@H]1[PH2]=N.c1ccncc1.c1ccncc1.c1ccncc1.c1ccncc1.c1ccncc1

CARTESIAN COORDINATES (ANGSTROEM)
P: -0.0264 0.8688 -5.3905
F: 4.0920 0.0449 -7.7628
O: 2.5252 4.2152 -8.2867
N: -1.3291 1.7114 -5.0725
N: 3.5312 0.8418 -2.2667
N: 2.4858 1.9541 -8.4265
N: -3.4956 0.8091 -2.2683
N: -0.1970 -0.4596 5.3116
N: 4.2629 -1.5301 3.5435
N: -4.4938 -0.7538 7.5989
C: 2.6996 -3.3314 3.7994
C: -0.2197 0.7714 4.8051
C: 0.8586 1.6269 -6.7849
C: 2.7528 -1.5758 5.4083
C: 3.0998 0.2513 -6.8338
C: 2.2068 -2.7657 4.9619
C: -6.6147 -2.4222 6.9091
C: 3.6764 1.0914 -5.7346
C: -3.6095 0.2291 -3.4649
C: -0.9105 -0.6733 6.4181
C: -6.5825 -1.7986 8.1453
C: 5.8544 0.6742 -1.6975
C: -4.6235 -0.6646 -3.7863
C: -5.5744 -2.2014 6.0224
C: -5.5053 -0.9770 8.4380
C: -0.9351 1.8203 5.3634
C: -4.4109 0.5018 -1.3501
C: 3.7723 -1.0029 4.6659
C: 4.8115 1.1454 -2.4784
C: 5.5514 -0.1580 -0.6320
C: -1.6713 1.5761 6.5116
C: -1.6630 0.3020 7.0545
C: 4.2269 -0.4842 -0.3940
C: 1.3850 3.0465 -6.5485
C: 3.2598 0.0389 -1.2384
C: 2.2091 3.2143 -7.8340
C: 1.9093 0.8674 -7.5909
C: -4.5421 -1.3634 6.4154
C: -5.5642 -0.9729 -2.8180
C: 3.7238 -2.6770 3.1317
C: -5.4583 -0.3789 -1.5707
H: 5.0002 1.8033 -3.3197
H: 1.4064 -3.2439 5.5113
H: -5.4411 -0.4664 9.3931
H: 6.8757 0.9528 -1.9186
H: -4.6718 -1.1053 -4.7730
H: 2.2102 -0.1925 -1.0902
H: 1.9413 2.0144 -9.2873
H: 4.1408 -3.0869 2.2171
H: -7.3741 -1.9444 8.8674
H: -3.7053 -1.1647 5.7536
H: -2.2249 0.0700 7.9434
H: -0.9153 2.8013 4.9084
H: -5.5612 -2.6680 5.0470
H: 1.5041 0.0855 -8.2162
H: 0.3683 0.9167 3.9044
H: 3.8247 2.1204 -6.0155
H: 4.6478 0.7348 -5.4343
H: -2.8413 0.5058 -4.1902
H: -0.8731 -1.6858 6.8094
H: 4.2269 -0.0686 4.9782
H: 3.9501 -1.1289 0.4290
H: -0.4276 -0.4454 -5.7322
H: -2.2456 2.3676 6.9767
H: 2.2993 -4.2599 3.4150
H: 0.0394 1.7738 -7.4913
H: 6.3358 -0.5468 0.0048
H: -4.2916 0.9916 -0.3890
H: -1.3110 2.0628 -4.1211
H: -6.1713 -0.5924 -0.7857
H: 2.3961 -1.1001 6.3101
H: 3.0355 1.0242 -4.8589
H: -6.3692 -1.6658 -3.0311
H: 1.9691 2.9770 -5.6410
H: 0.7803 0.8255 -4.2302
H: 2.8759 -0.7340 -6.4340
H: 0.5679 3.7318 -6.4232
H: -7.4390 -3.0709 6.6408

> What is the molar mass in the first record?

932.5 Da

> Look up the E_tot of the second one.

-59825.8198 eV

> The highest HOMO belongs to which entry?

C31H37Cl2NO4PS3Se2Y